[1]
Below is a structure of composition C6H11Cl4O2PdTi, with properties calculated with ωB97M-V/def2-TZVPD.

## Properties
lowest unoccupied orbital energy (spin up / spin down)	-0.22 / -2.44	eV
energy above the lowest of the compared OMol25 structures with the same formula, charge and spin	0.833	eV
E_HOMO (spin up / spin down)	-7.04 / -9.49	eV
orbital gap (spin up / spin down)	0.2508 / 0.2590	hartree

Geometry as ORCA input:
```
! wB97M-V def2-TZVPD RIJCOSX def2/J DEFGRID3
* xyz 0 6
Ti -0.141 -0.214 0.238
Cl -0.622 2.056 -0.566
C -1.608 -1.545 1.028
H -1.494 -2.201 1.879
H -2.185 -2.015 0.261
H -2.243 -0.688 1.371
Pd 0.288 0.600 -2.179
C -1.604 0.362 -2.880
C 2.246 0.997 -2.486
C 0.351 -1.321 -1.733
H 2.704 0.339 -1.709
H 2.306 0.542 -3.493
H 2.554 2.061 -2.355
H -1.999 -0.305 -2.075
H -2.220 1.287 -2.955
H -1.425 -0.185 -3.818
H -0.565 -1.890 -1.773
H 1.368 -1.687 -1.636
Cl -0.504 1.901 4.271
C 0.747 0.725 4.159
Cl 2.383 1.536 4.436
Cl 0.610 -0.657 5.373
C 0.498 0.264 2.614
O -0.503 0.793 2.006
O 1.056 -0.758 2.022
*
```

***

[2]
Below is a structure of composition C19H19N6O2Pd, with properties calculated with ωB97M-V/def2-TZVPD.

## Properties
lowest unoccupied orbital energy (spin up / spin down)	-10.42 / -12.89	eV
energy above the lowest of the compared OMol25 structures with the same formula, charge and spin	0.208	eV
E_HOMO (spin up / spin down)	-17.59 / -18.34	eV
orbital gap (spin up / spin down)	0.2635 / 0.2005	hartree

Geometry as ORCA input:
```
! wB97M-V def2-TZVPD RIJCOSX def2/J DEFGRID3
* xyz 3 5
Pd -0.168 0.618 -0.517
C -2.216 -2.951 3.565
C -2.660 -1.646 3.267
C -1.828 -0.799 2.596
C -0.511 -1.236 2.234
C -0.090 -2.569 2.496
C -0.928 -3.407 3.168
N 0.295 -0.333 1.570
C 1.511 0.005 2.011
C 1.997 -0.328 3.325
C 3.212 0.118 3.745
C 4.011 0.931 2.912
C 3.570 1.308 1.643
C 2.355 0.849 1.193
N 1.797 1.210 -0.054
N 2.335 2.122 -0.703
C 1.584 2.583 -1.813
C 2.165 3.525 -2.633
C 1.384 4.089 -3.646
C 0.065 3.699 -3.759
C -0.447 2.741 -2.883
N 0.299 2.184 -1.935
H -2.870 -3.625 4.105
H -3.646 -1.334 3.583
H -2.120 0.214 2.348
H 0.897 -2.884 2.181
H -0.631 -4.418 3.417
H 1.380 -0.920 3.987
H 3.580 -0.135 4.731
H 4.969 1.272 3.282
H 4.170 1.953 1.016
H 3.192 3.820 -2.471
H 1.808 4.832 -4.308
H -0.587 4.126 -4.509
H -1.480 2.421 -2.934
C -3.922 -2.161 -3.095
O -3.628 -1.131 -2.105
C -2.422 -0.769 -1.803
O -2.264 0.186 -1.032
N -1.376 -1.464 -2.337
N -0.066 -1.021 -2.066
H -5.003 -2.195 -3.140
H -3.532 -3.120 -2.759
H -3.528 -1.855 -4.064
H -1.503 -2.112 -3.100
H 0.337 -0.571 -2.886
H 0.511 -1.821 -1.825
*
```

***

[3]
Below is a cluster of 2 separate species, C5H8IN2S in total, with properties calculated with ωB97M-V/def2-TZVPD.

## Properties
lowest unoccupied orbital energy	-6.23	eV
energy above the lowest of the compared OMol25 structures with the same formula, charge and spin	1.547	eV
E_HOMO	-11.67	eV
orbital gap	0.1998	hartree

Geometry as ORCA input:
```
! wB97M-V def2-TZVPD RIJCOSX def2/J DEFGRID3
* xyz 1 1
C 1.612 -1.160 -1.632
C 1.470 -2.280 -0.897
C 2.411 1.103 -0.866
C 1.289 0.092 -0.853
C 0.829 -0.360 0.533
N 2.241 2.182 -1.412
N -5.324 0.419 2.238
S 0.820 -1.973 0.734
I 4.004 0.470 0.433
H 1.868 -0.975 -2.670
H 1.431 -3.319 -1.034
H 0.374 0.601 -1.347
H 0.553 0.368 1.182
H 2.832 3.001 -1.184
H -5.101 0.734 3.179
H -6.178 -0.014 2.097
H -5.131 1.111 1.497
*
```

***

[4]
Below is a cluster of 9 separate species, C18H54O9 in total, with properties calculated with ωB97M-V/def2-TZVPD.

## Properties
lowest unoccupied orbital energy	0.18	eV
SMILES	CCO.CCO.CCO.CCO.CCO.CCO.CCO.CCO.CCO
energy above the lowest of the compared OMol25 structures with the same formula, charge and spin	4.268	eV
E_HOMO	-9.46	eV
orbital gap	0.3541	hartree

Geometry as ORCA input:
```
! wB97M-V def2-TZVPD RIJCOSX def2/J DEFGRID3
* xyz 0 1
C 4.012 -0.563 -1.846
C 4.288 -0.283 -0.374
O 3.266 0.544 0.104
H 3.113 -1.114 -2.120
H 4.830 -1.108 -2.316
H 3.931 0.414 -2.323
H 5.231 0.262 -0.332
H 4.365 -1.227 0.166
H 2.490 -0.005 0.237
C -0.006 0.783 0.907
C -0.173 -0.535 0.184
O 1.027 -1.159 -0.234
H 0.341 1.559 0.225
H 0.647 0.676 1.773
H -0.970 1.090 1.314
H -0.822 -0.343 -0.670
H -0.707 -1.297 0.752
H 0.774 -1.937 -0.737
C 2.093 0.925 5.219
C 0.814 0.919 6.069
O 1.350 0.548 7.309
H 1.877 0.977 4.152
H 2.580 -0.046 5.305
H 2.740 1.755 5.507
H -0.046 0.338 5.735
H 0.488 1.954 6.176
H 2.130 1.072 7.506
C 0.050 3.453 3.214
C -1.284 2.843 3.755
O -2.188 3.062 2.719
H 0.406 3.138 2.233
H 0.848 3.179 3.905
H 0.008 4.539 3.132
H -1.601 3.287 4.699
H -1.266 1.787 4.024
H -2.927 2.496 2.955
C -0.755 4.681 -1.137
C -0.549 5.530 0.107
O -0.277 6.825 -0.364
H -1.043 3.661 -0.882
H 0.141 4.449 -1.712
H -1.406 5.094 -1.908
H 0.253 5.132 0.730
H -1.435 5.521 0.742
H -1.069 7.213 -0.744
C 0.770 0.173 -3.953
C 2.004 0.808 -4.617
O 1.592 1.837 -5.551
H 0.180 0.944 -3.459
H 1.056 -0.572 -3.210
H 0.160 -0.317 -4.711
H 2.535 0.094 -5.247
H 2.692 1.200 -3.869
H 2.333 2.441 -5.632
C -3.394 -0.481 -2.225
C -3.457 -1.819 -3.003
O -2.267 -2.583 -2.790
H -2.585 0.112 -2.652
H -3.303 -0.632 -1.149
H -4.277 0.136 -2.388
H -3.500 -1.673 -4.082
H -4.330 -2.417 -2.739
H -2.419 -3.459 -3.151
C 2.124 -4.201 -2.336
C 0.679 -4.381 -2.055
O 0.194 -3.032 -1.943
H 2.174 -3.729 -3.317
H 2.645 -5.157 -2.402
H 2.619 -3.550 -1.616
H 0.479 -4.836 -1.085
H 0.128 -4.870 -2.859
H -0.738 -3.034 -2.172
C -3.776 -3.318 0.994
C -3.121 -4.713 1.034
O -3.123 -5.244 2.342
H -3.654 -2.916 -0.012
H -3.225 -2.579 1.575
H -4.807 -3.193 1.325
H -2.068 -4.635 0.762
H -3.643 -5.353 0.322
H -2.246 -5.141 2.718
*
```

***

[5]
Below is a cluster of 2 separate species, C5H13NO3 in total, with properties calculated with ωB97M-V/def2-TZVPD.

## Properties
lowest unoccupied orbital energy	0.64	eV
SMILES	CCN[C@H](C=O)CO.O
energy above the lowest of the compared OMol25 structures with the same formula, charge and spin	2.072	eV
E_HOMO	-8.44	eV
orbital gap	0.3338	hartree

Geometry as ORCA input:
```
! wB97M-V def2-TZVPD RIJCOSX def2/J DEFGRID3
* xyz 0 1
C -0.134 -0.297 3.235
C -0.665 -0.632 1.848
N -0.728 0.497 0.939
C -0.264 0.429 -0.401
C 1.143 1.021 -0.483
O 2.166 0.403 -0.377
C -1.128 1.258 -1.352
O -0.813 0.876 -2.707
H 0.905 -0.021 3.169
H -0.694 0.498 3.695
H -0.178 -1.251 3.766
H -1.627 -1.098 1.991
H -0.098 -1.398 1.335
H -1.455 1.163 1.139
H -0.230 -0.555 -0.871
H 1.166 2.120 -0.661
H -0.888 2.319 -1.373
H -2.178 1.043 -1.130
H -1.263 0.049 -2.928
O 0.457 -2.850 -0.656
H 1.275 -2.673 -0.182
H 0.736 -2.902 -1.583
*
```

***

[6]
Below is a cluster of 11 separate species, C4H30NO11S in total, with properties calculated with ωB97M-V/def2-TZVPD.

## Properties
lowest unoccupied orbital energy	2.50	eV
energy above the lowest of the compared OMol25 structures with the same formula, charge and spin	2.516	eV
E_HOMO	-4.72	eV
orbital gap	0.2656	hartree

Geometry as ORCA input:
```
! wB97M-V def2-TZVPD RIJCOSX def2/J DEFGRID3
* xyz -1 1
C 1.894 -0.813 -1.498
N 0.626 -0.733 -0.808
C -0.439 -1.672 -1.020
C -1.423 -1.626 0.173
S -2.192 -0.055 0.596
C -1.194 -1.424 -2.322
O -2.441 -2.084 -2.544
H 2.183 -1.883 -1.483
H 2.014 -0.430 -2.501
H 2.630 -0.390 -0.806
H 0.249 0.190 -0.631
H 0.040 -2.665 -1.071
H -1.021 -2.297 0.939
H -2.276 -2.285 -0.107
H -3.047 -1.682 -1.908
H -1.365 -0.346 -2.572
H -0.605 -1.571 -3.240
H 2.346 3.024 1.932
H 1.708 3.635 0.712
O 2.373 3.821 1.387
H -1.507 -1.569 3.551
H -2.270 -0.308 3.858
O -2.226 -1.239 4.101
H 0.160 0.362 2.461
H 0.877 0.676 1.177
O 1.030 0.626 2.130
H 1.415 4.268 -2.355
H 0.199 3.221 -2.598
O 1.147 3.389 -2.625
H -1.992 3.320 -1.304
H -2.322 2.957 -2.719
O -1.615 3.364 -2.204
H 0.339 2.743 -0.637
H -0.732 1.843 0.289
O 0.038 2.443 0.223
H 1.429 -0.892 2.763
H 1.047 -2.357 2.460
O 1.758 -1.827 2.839
H -1.448 -4.326 0.153
H 0.069 -4.732 -0.091
O -0.674 -4.762 0.511
H 3.792 -2.460 0.177
H 3.277 -2.458 1.577
O 4.075 -2.677 1.072
H -1.232 4.219 0.398
H -2.528 3.353 1.010
O -2.165 4.107 0.554
*
```

***

[7]
Below is a cluster of 5 separate species, C20H50IN3O15S4 in total, with properties calculated with ωB97M-V/def2-TZVPD.

## Properties
lowest unoccupied orbital energy	0.27	eV
SMILES	CCOCCC(=O)O[C@@H](I)CC(N)(N)N.CCOS(C)(=O)=O.CCOS(C)(=O)=O.CCOS(C)(=O)=O.CCOS(C)(=O)=O
E_HOMO	-9.28	eV
orbital gap	0.3509	hartree

Geometry as ORCA input:
```
! wB97M-V def2-TZVPD RIJCOSX def2/J DEFGRID3
* xyz 0 1
C 2.535 -0.337 1.119
C 1.109 -0.069 0.628
O 0.764 -0.849 -0.513
C 0.252 -2.124 -0.166
C -1.219 -2.039 0.263
C -1.540 -2.828 1.505
O -0.727 -3.347 2.207
O -2.873 -3.027 1.787
C -3.775 -1.939 2.000
I -2.836 -0.357 3.130
C -4.485 -1.563 0.705
C -5.485 -0.399 0.710
N -6.250 -0.552 -0.528
N -6.268 -0.461 1.949
N -4.855 0.919 0.644
H 3.040 0.599 1.351
H 3.106 -0.857 0.350
H 2.542 -0.929 2.033
H 0.979 0.976 0.345
H 0.399 -0.265 1.440
H 0.851 -2.572 0.630
H 0.342 -2.738 -1.061
H -1.448 -0.992 0.479
H -1.885 -2.343 -0.543
H -4.503 -2.340 2.700
H -5.048 -2.465 0.443
H -3.778 -1.404 -0.107
H -6.938 0.188 -0.607
H -6.726 -1.447 -0.559
H -6.889 -1.263 1.917
H -6.871 0.356 2.004
H -4.957 1.379 1.542
H -3.854 0.837 0.515
C 0.128 0.435 -3.550
C 1.542 0.791 -3.153
O 2.448 0.801 -4.293
S 2.412 2.063 -5.247
C 3.950 1.761 -6.050
O 2.495 3.255 -4.457
O 1.351 1.930 -6.199
H -0.327 1.210 -4.165
H -0.467 0.306 -2.645
H 0.114 -0.498 -4.114
H 1.595 1.763 -2.660
H 1.957 0.044 -2.482
H 4.747 1.830 -5.315
H 4.067 2.521 -6.817
H 3.913 0.774 -6.503
C -6.749 -5.865 7.248
C -5.419 -5.301 7.698
O -4.433 -5.301 6.636
S -4.526 -4.140 5.555
C -2.917 -4.325 4.880
O -4.643 -2.883 6.233
O -5.506 -4.484 4.567
H -7.231 -5.215 6.520
H -7.407 -5.968 8.112
H -6.614 -6.845 6.792
H -5.515 -4.285 8.083
H -4.970 -5.919 8.473
H -2.187 -4.082 5.647
H -2.834 -3.637 4.044
H -2.802 -5.348 4.532
C 2.358 -0.522 6.847
C 3.790 -0.213 7.224
O 4.700 -0.370 6.103
S 4.748 0.805 5.037
C 6.261 0.353 4.265
O 4.898 2.051 5.724
O 3.676 0.648 4.103
H 1.958 0.217 6.155
H 1.742 -0.523 7.748
H 2.289 -1.502 6.376
H 3.900 0.796 7.621
H 4.166 -0.915 7.965
H 7.064 0.434 4.992
H 6.412 1.053 3.446
H 6.169 -0.661 3.886
C 1.945 4.813 -8.709
C 3.312 5.254 -8.238
O 4.268 5.358 -9.326
S 4.196 6.654 -10.240
C 5.796 6.517 -10.956
O 4.133 7.810 -9.399
O 3.208 6.474 -11.258
H 1.475 5.590 -9.311
H 1.312 4.607 -7.846
H 2.015 3.909 -9.313
H 3.275 6.207 -7.709
H 3.755 4.522 -7.568
H 6.541 6.613 -10.171
H 5.884 7.330 -11.674
H 5.870 5.556 -11.459
*
```

***

[8]
Below is a cluster of 3 separate species, C4H14O3 in total, with properties calculated with ωB97M-V/def2-TZVPD.

## Properties
lowest unoccupied orbital energy	0.55	eV
SMILES	CCCCO.O.O
energy above the lowest of the compared OMol25 structures with the same formula, charge and spin	2.429	eV
E_HOMO	-10.27	eV
orbital gap	0.3973	hartree

Geometry as ORCA input:
```
! wB97M-V def2-TZVPD RIJCOSX def2/J DEFGRID3
* xyz 0 1
C 0.209 1.055 -1.826
C -0.761 -0.069 -1.266
C -0.069 -1.494 -1.122
C -0.657 -2.335 0.015
O 0.304 -3.369 0.551
H -0.172 1.831 -1.277
H 1.229 0.519 -1.737
H 0.128 1.330 -2.886
H -1.640 -0.221 -1.771
H -0.883 0.313 -0.260
H 1.027 -1.565 -1.066
H -0.300 -1.844 -2.124
H -0.875 -1.598 0.726
H -1.518 -2.870 -0.370
H 0.636 -3.216 1.397
O -0.106 1.545 2.933
H 0.298 1.618 2.031
H 0.481 0.818 3.145
O 0.700 3.566 0.203
H 0.756 3.800 -0.733
H 1.315 4.208 0.627
*
```

***

[9]
Below is a cluster of 2 separate species, C6H12N2 in total, with properties calculated with ωB97M-V/def2-TZVPD.

## Properties
lowest unoccupied orbital energy	0.86	eV
SMILES	Cc1c[nH]cn1.CC
energy above the lowest of the compared OMol25 structures with the same formula, charge and spin	0.436	eV
E_HOMO	-8.62	eV
orbital gap	0.3484	hartree

Geometry as ORCA input:
```
! wB97M-V def2-TZVPD RIJCOSX def2/J DEFGRID3
* xyz 0 1
C 1.381 1.125 -1.360
C 1.020 -0.287 -1.111
C 1.813 -1.299 -0.636
N 1.050 -2.419 -0.638
C -0.211 -2.042 -0.989
N -0.286 -0.756 -1.268
H 1.144 1.869 -0.588
H 0.805 1.613 -2.154
H 2.431 1.171 -1.640
H 2.872 -1.239 -0.452
H 1.484 -3.325 -0.573
H -0.968 -2.805 -0.895
C -0.922 1.286 1.887
C -2.220 0.772 1.176
H -1.022 1.090 2.955
H -0.026 0.796 1.513
H -0.808 2.358 1.737
H -2.824 1.650 0.977
H -2.826 0.130 1.806
H -1.886 0.310 0.253
*
```

***

[10]
Below is an isolated molecule of C5H6S, with properties calculated with ωB97M-V/def2-TZVPD.

## Properties
lowest unoccupied orbital energy	0.90	eV
SMILES	C#C[C@H]1C[C@H]1S
energy above the lowest of the compared OMol25 structures with the same formula, charge and spin	2.362	eV
E_HOMO	-8.99	eV
orbital gap	0.3635	hartree

Geometry as ORCA input:
```
! wB97M-V def2-TZVPD RIJCOSX def2/J DEFGRID3
* xyz 0 1
C 1.599 2.009 0.710
C 0.895 1.166 0.176
C 0.280 0.221 -0.749
C 0.215 -1.213 -0.311
C -1.040 -0.381 -0.394
S -1.763 0.198 1.225
H 2.345 2.668 1.128
H 0.456 0.398 -1.867
H 0.258 -1.961 -1.149
H 0.665 -1.508 0.709
H -1.792 -0.641 -1.182
H -2.117 -0.956 1.704
*
```

***

Number 1: strongest force on any atom 3.1 eV/A, calculated total energy -87172.7065 eV, molar mass 411.3 g mol⁻¹. Number 2: strongest force on any atom 0.9 eV/A, calculated total energy -36496.0278 eV, molar mass 469.8 g mol⁻¹. Number 3: strongest force on any atom 3.6 eV/A, calculated total energy -27221.3408 eV, molar mass 255.1 g mol⁻¹. Number 4: strongest force on any atom 2.8 eV/A, calculated total energy -37965.5973 eV, molar mass 414.6 g mol⁻¹. Number 5: strongest force on any atom 1.5 eV/A, calculated total energy -13027.1590 eV, molar mass 135.2 g mol⁻¹. Number 6: strongest force on any atom 2.9 eV/A, calculated total energy -39484.3008 eV, molar mass 300.3 g mol⁻¹. Number 7: strongest force on any atom 0.5 eV/A, calculated total energy -108173.4723 eV, molar mass 827.8 g mol⁻¹. Number 8: strongest force on any atom 4.7 eV/A, calculated total energy -10515.5005 eV, molar mass 110.2 g mol⁻¹. Number 9: strongest force on any atom 1.9 eV/A, calculated total energy -9396.4133 eV, molar mass 112.2 g mol⁻¹. Number 10: strongest force on any atom 2.2 eV/A, calculated total energy -16114.1766 eV, molar mass 98.2 g mol⁻¹.